Record 1
The molecule C6H6, computed with ωB97M-V/def2-TZVPD.

CARTESIAN COORDINATES (ANGSTROEM)
C (-2.65, 0.69, 0.34)
C (-1.31, 0.27, -0.05)
C (-0.19, -0.07, -0.37)
C (1.03, -0.63, -0.83)
C (2.25, -0.57, -0.22)
C (2.44, 0.25, 0.94)
H (-2.60, 1.55, 1.02)
H (-3.24, 0.97, -0.53)
H (-3.17, -0.12, 0.85)
H (0.94, -1.22, -1.74)
H (3.02, -1.18, -0.69)
H (3.48, 0.07, 1.29)

Summary:
Kohn-Sham gap (alpha / beta)   7.16 / 7.08 eV
Total charge   0
LUMO energy (alpha / beta)   -1.1194 / -1.1143 eV

Atom charges from the natural (NBO) analysis, given in e for atoms 1 to 6: -0.70 0.13 -0.10 -0.04 -0.40 -0.13

Record 2
C24H29AsN2O2PdS as an isolated structure at a distorted geometry, computed with ωB97M-V/def2-TZVPD.

CARTESIAN COORDINATES (ANGSTROEM)
Pd (1.57, 1.06, -0.37)
C (-3.70, -0.67, 0.82)
C (-3.65, -1.93, -0.04)
C (-4.63, -1.78, -1.21)
C (-4.08, -3.12, 0.84)
C (-2.25, -2.19, -0.59)
C (-2.01, -3.42, -1.25)
C (-0.78, -3.76, -1.76)
C (0.26, -2.84, -1.61)
S (1.92, -3.00, -2.10)
C (2.25, -1.46, -1.47)
N (1.21, -0.85, -0.94)
C (0.04, -1.62, -0.99)
C (-1.22, -1.28, -0.49)
C (3.52, -0.76, -1.40)
C (4.74, -1.17, -1.92)
C (5.85, -0.37, -1.74)
C (5.76, 0.83, -1.05)
C (4.54, 1.27, -0.53)
C (3.44, 0.46, -0.73)
H (-4.71, -0.53, 1.20)
H (-3.45, 0.23, 0.25)
H (-3.04, -0.75, 1.68)
H (-5.63, -1.61, -0.84)
H (-4.65, -2.68, -1.84)
H (-4.35, -0.93, -1.84)
H (-5.07, -2.91, 1.26)
H (-3.39, -3.27, 1.67)
H (-4.15, -4.05, 0.29)
H (-2.82, -4.13, -1.36)
H (-0.63, -4.71, -2.26)
H (-1.39, -0.29, -0.08)
H (4.81, -2.10, -2.47)
H (6.81, -0.68, -2.13)
H (6.64, 1.45, -0.91)
H (4.47, 2.22, -0.02)
O (1.95, 3.10, -0.24)
C (0.72, 3.39, -0.45)
C (0.09, 4.70, -0.78)
C (-1.40, 4.35, -0.75)
C (-1.46, 2.85, -0.50)
O (-2.42, 2.15, -0.37)
N (-0.13, 2.38, -0.38)
H (0.44, 5.03, -1.76)
H (0.40, 5.47, -0.07)
H (-1.93, 4.58, -1.67)
H (-1.94, 4.86, 0.05)
C (2.45, 1.78, 2.72)
As (1.06, 0.73, 1.91)
C (1.31, -1.13, 2.27)
C (-0.66, 1.32, 2.49)
H (2.35, 1.70, 3.80)
H (2.34, 2.81, 2.40)
H (3.41, 1.38, 2.40)
H (1.20, -1.27, 3.34)
H (2.31, -1.41, 1.95)
H (0.55, -1.71, 1.74)
H (-0.82, 0.84, 3.46)
H (-1.44, 1.04, 1.79)
H (-0.63, 2.41, 2.60)

Summary:
Kohn-Sham gap   5.40 eV
Total charge   +2
LUMO energy   -8.9187 eV

Atom charges from the natural (NBO) analysis, given in e for atoms 1 to 6: 0.91 -0.62 -0.09 -0.60 -0.60 0.06

Record 3
A 14-piece molecular cluster, H28O14 overall at a distorted geometry, computed with ωB97M-V/def2-TZVPD.

CARTESIAN COORDINATES (ANGSTROEM)
O (1.77, -0.62, -1.14)
H (1.61, -1.52, -0.92)
H (2.59, -0.55, -1.57)
O (-2.12, 0.67, -1.54)
H (-3.02, 0.89, -1.33)
H (-1.71, 1.55, -1.44)
O (-4.29, -1.37, -0.63)
H (-4.37, -1.14, -1.55)
H (-3.43, -1.84, -0.62)
O (-2.50, -1.18, 2.91)
H (-2.54, -0.50, 3.58)
H (-2.23, -0.87, 2.05)
O (0.66, 1.95, -2.36)
H (0.43, 1.01, -2.53)
H (0.83, 2.26, -3.24)
O (3.27, -0.56, 1.32)
H (3.79, -1.20, 0.81)
H (2.73, -0.11, 0.66)
O (1.47, -1.81, 2.95)
H (2.23, -1.44, 2.40)
H (0.65, -1.71, 2.45)
O (-1.66, -2.06, -1.19)
H (-1.16, -2.42, -0.42)
H (-1.23, -2.42, -1.98)
O (-0.49, -0.06, 0.50)
H (-1.17, -0.04, -0.21)
H (0.34, 0.27, 0.06)
O (0.13, 0.53, 3.43)
H (0.50, -0.13, 2.83)
H (-0.76, 0.59, 3.04)
O (-1.98, 1.79, 1.97)
H (-2.74, 1.51, 1.47)
H (-1.19, 1.63, 1.44)
O (2.02, 1.84, 0.55)
H (2.59, 2.17, 1.16)
H (1.44, 2.57, 0.58)
O (3.42, 1.46, -2.00)
H (4.08, 1.28, -1.35)
H (2.59, 1.33, -1.59)
O (-0.19, -0.31, -3.16)
H (0.52, -0.92, -2.92)
H (-0.87, -0.51, -2.46)

Summary:
Kohn-Sham gap   9.40 eV
Total charge   0
LUMO energy   -0.6960 eV

Atom charges from the natural (NBO) analysis, given in e for atoms 1 to 6: -0.97 0.48 0.49 -0.96 0.49 0.50

| no. | calculated total energy (eV) |
| --- | --- |
| 1 | -6313.2081 |
| 2 | -107572.8792 |
| 3 | -29119.3101 |